1.
11
Properties=species:S:1:pos:R:3:forces:R:3:nbo_charge:R:1 method="wB97M-V/def2-TZVPD" orbital_gap_ev=3.635 e_homo_ha=-0.4242 energy_ha=-609.32002 largest_force_ev_per_a=1.92 charge=+1
O 1.00748 -0.93860 0.35606 -0.1 -1.8 0.7 -1.10
B 1.18180 0.48153 -0.12014 0.8 0.8 0.3 -0.05
P -0.78504 1.17134 -0.40171 -0.1 0.0 -0.1 1.58
O -1.61834 0.97557 0.94518 0.2 -0.1 -0.1 -0.97
O -1.55902 0.35888 -1.52926 0.2 -0.2 0.1 -0.96
H 1.24306 -1.59752 -0.33601 -0.1 0.4 -0.4 0.54
H 1.77305 0.61608 -1.14184 -0.3 -0.2 -0.1 0.01
H 1.53217 1.22176 0.74408 -0.2 -0.1 0.1 0.01
H -1.93430 0.08604 1.15054 -0.3 0.1 0.2 0.51
H -2.07664 -0.42339 -1.29081 -0.2 0.1 -0.2 0.52
Be 1.23578 -1.95170 1.62390 0.0 1.0 -0.5 0.90

---

2.
17
Properties=species:S:1:pos:R:3:forces:R:3:nbo_charge:R:1 method="wB97M-V/def2-TZVPD" orbital_gap_ev=10.116 de_lowest_kj_mol=251.4 e_homo_ha=-0.5137 energy_ha=-359.54416 largest_force_ev_per_a=6.50 charge=+1
C 1.91526 -0.16632 0.07524 1.2 0.7 -0.5 0.54
C 1.86330 -0.75647 -1.32466 -2.6 0.4 -1.5 -0.72
C -1.99484 0.40704 0.05416 2.1 -1.9 -0.9 0.40
N 2.35121 1.00099 0.38549 -2.3 -4.6 3.9 -0.62
N -3.22934 0.88510 0.02647 1.0 0.7 2.4 -0.72
N -1.43611 -0.04711 1.17164 1.6 0.4 -1.2 -0.72
O 1.46039 -1.13042 0.97848 -1.1 0.9 -0.8 -0.76
H 2.69576 -0.41452 -1.95599 -0.2 -0.4 0.3 0.26
H 0.88042 -0.49672 -1.94734 1.8 0.3 1.4 0.21
H 1.66500 -1.83127 -1.31268 1.0 0.0 0.2 0.25
H 2.56812 1.46269 -0.39785 1.2 2.4 -3.8 0.35
H -1.32766 0.17331 -0.89291 -1.9 0.9 1.7 0.25
H -3.61298 1.33916 -0.77457 -0.1 0.1 -0.5 0.44
H -3.50389 1.26665 0.97183 -0.3 -0.6 -1.7 0.42
H 2.02758 -1.40796 1.68876 0.8 0.4 0.6 0.53
H -1.93533 0.04676 2.03682 0.0 0.0 0.5 0.41
H -0.38689 -0.33092 1.21710 -2.1 0.3 -0.2 0.48

---

3.
19
Properties=species:S:1:pos:R:3:forces:R:3:nbo_charge:R:1 method="wB97M-V/def2-TZVPD" orbital_gap_ev=8.390 de_lowest_kj_mol=246.0 e_homo_ha=-0.3183 energy_ha=-502.19259 largest_force_ev_per_a=4.21
C 0.81603 -1.41849 -2.18964 2.5 -1.0 3.3 -0.61
C 0.42276 -0.60099 -0.97709 3.3 1.4 0.1 0.02
C 1.40862 0.25693 -0.46908 -3.2 -1.1 0.0 -0.23
C 1.23461 1.00459 0.83573 2.4 0.3 -0.6 -0.12
C 0.21242 1.78898 1.23098 0.2 -0.8 -1.4 -0.34
C 0.13934 2.45941 2.46858 -0.2 1.0 1.6 0.25
N -0.02758 3.05191 3.45207 0.3 -0.7 -1.0 -0.30
C -0.81789 -0.79699 -0.37110 -1.6 0.2 0.1 -0.13
C -2.04258 -1.21780 -0.34142 0.9 0.2 0.9 0.46
F -2.95940 -1.99255 -0.84250 -0.5 -0.1 -0.4 -0.27
C -1.66830 -0.44485 0.85746 -1.1 0.8 -2.4 -0.42
H 0.09564 -1.56345 -2.87345 -2.7 -0.3 -2.4 0.22
H 1.19312 -2.44800 -1.88163 -0.6 1.1 -0.2 0.22
H 1.66054 -0.93580 -2.61660 0.7 0.3 -0.7 0.21
H 2.28271 0.28752 -1.12373 0.2 0.4 1.0 0.22
H 2.20559 1.00549 1.44078 -1.6 -0.1 -0.5 0.22
H -0.65145 1.94972 0.57655 0.4 -0.1 0.2 0.25
H -1.43947 -0.91613 1.71493 0.8 -2.0 3.0 0.18
H -2.06469 0.53051 1.10914 -0.2 0.4 -0.6 0.18

---

4.
47
Properties=species:S:1:pos:R:3:forces:R:3:nbo_charge:R:1 method="wB97M-V/def2-TZVPD" orbital_gap_ev=8.426 de_lowest_kj_mol=0.7 e_homo_ha=-0.2870 energy_ha=-849.12695 largest_force_ev_per_a=1.16
C -1.42372 -4.13261 -1.47071 0.0 0.1 -0.2 -0.60
C -2.09827 -3.02991 -2.27762 0.0 0.0 0.3 -0.39
C -2.87247 -2.07105 -1.37623 -0.1 0.0 -0.4 -0.42
C -3.64020 -0.99846 -2.14961 0.1 0.0 0.1 -0.39
C -2.76681 -0.05477 -2.98118 0.0 0.0 0.1 -0.39
C -1.61853 0.59842 -2.21248 -0.3 0.0 -0.1 -0.40
C -2.08506 1.45206 -1.03691 0.3 0.0 -0.1 -0.40
C -0.90464 2.02796 -0.25918 -0.3 -0.1 -0.1 -0.44
C -0.15817 0.99497 0.53833 -0.2 -0.1 -0.1 0.28
N -0.62369 -0.18155 0.67676 -0.3 0.4 -0.4 -0.43
C 0.05860 -1.14185 1.50950 0.3 -0.3 0.3 -0.23
C 1.59141 -1.02993 1.56781 -0.2 0.1 -0.2 -0.44
C 1.94970 0.41500 1.66736 -0.5 0.2 -0.2 -0.05
C 1.09981 1.36640 1.15070 0.6 -0.8 0.6 0.06
N 1.65649 2.61439 1.30160 -0.3 0.2 -0.2 -0.51
C 2.86404 2.47951 1.92237 0.4 -0.4 0.2 0.13
C 3.79036 3.44307 2.30120 0.1 0.1 0.0 -0.23
C 4.94765 3.01316 2.91272 -0.1 0.2 0.0 -0.21
C 5.18726 1.65485 3.14833 0.2 -0.2 0.1 -0.24
C 4.27676 0.69265 2.78015 0.0 0.1 0.0 -0.21
C 3.09291 1.09609 2.15858 0.0 0.5 -0.1 -0.03
H -0.71946 -3.70383 -0.76083 0.1 0.0 0.1 0.20
H -0.88108 -4.81294 -2.12380 0.1 -0.1 0.0 0.21
H -2.16183 -4.70669 -0.91419 0.0 -0.1 0.1 0.20
H -2.78161 -3.47792 -3.00390 0.0 0.0 -0.1 0.19
H -1.33611 -2.48119 -2.83300 0.0 0.0 -0.1 0.19
H -3.59370 -2.64917 -0.79178 0.0 0.0 0.1 0.20
H -2.18776 -1.59547 -0.67315 0.0 0.0 0.1 0.22
H -4.22401 -0.41156 -1.43783 -0.1 0.0 0.0 0.20
H -4.35004 -1.48466 -2.82506 -0.1 0.0 0.0 0.20
H -2.34675 -0.60628 -3.82506 0.0 0.0 -0.1 0.20
H -3.40946 0.72755 -3.39505 0.0 0.0 -0.1 0.20
H -1.05302 1.22687 -2.90725 0.1 0.0 0.0 0.20
H -0.94381 -0.16977 -1.83809 0.1 0.0 0.0 0.21
H -2.71070 2.26922 -1.40415 -0.1 0.0 0.0 0.20
H -2.67287 0.84310 -0.35289 -0.1 0.0 0.0 0.22
H -0.20492 2.51622 -0.94504 0.0 0.1 0.0 0.21
H -1.26374 2.78871 0.44290 0.1 0.1 0.0 0.22
H -0.23706 -2.13294 1.15366 0.1 0.0 0.2 0.20
H -0.35318 -1.02253 2.52113 0.0 -0.1 0.0 0.20
H 1.97280 -1.59869 2.41697 0.0 0.0 0.0 0.22
H 2.03564 -1.45022 0.65737 0.0 -0.1 0.1 0.21
H 1.22863 3.48408 1.03466 0.0 -0.1 0.0 0.42
H 3.60729 4.49229 2.11997 0.0 0.1 0.0 0.21
H 5.68834 3.73735 3.21813 0.0 0.1 0.0 0.21
H 6.10918 1.36448 3.63042 0.1 0.0 0.0 0.21
H 4.46579 -0.35440 2.96434 0.0 -0.1 0.0 0.21

---

5.
22
Properties=species:S:1:pos:R:3:forces:R:3:nbo_charge:R:1 method="wB97M-V/def2-TZVPD" orbital_gap_ev=8.961 de_lowest_kj_mol=186.5 e_homo_ha=-0.3081 energy_ha=-495.01090 largest_force_ev_per_a=4.85
H -1.06029 -2.85211 -0.76300 1.0 1.0 0.4 0.35
N -0.63843 -1.90073 -0.67642 0.7 0.4 0.3 -0.77
C 0.63927 -1.90118 -0.45114 0.2 0.2 -1.0 0.29
N 1.53330 -0.82542 -0.43965 0.2 1.0 1.5 -0.65
C 3.00827 -1.06768 -0.24126 0.6 -1.7 0.1 -0.44
H 1.17358 -2.85169 -0.38546 0.2 0.0 0.2 0.14
H 1.28433 0.20002 -0.53358 -0.1 -2.2 -0.2 0.45
H 3.82093 -0.26776 -0.26315 -2.1 -0.2 0.1 0.23
H 3.32736 -1.76254 0.61616 -1.1 1.2 -0.7 0.19
H 3.26125 -1.66892 -1.09735 0.5 -0.3 -0.5 0.19
O 1.04401 1.37737 -1.94697 2.2 -2.8 -3.3 -0.96
H 0.77842 1.49172 -2.86793 0.1 -0.2 0.2 0.47
H 0.60844 2.01007 -1.48601 -2.3 3.4 2.6 0.49
O -3.50645 -0.27945 1.85803 -3.3 1.0 -1.4 -0.92
H -4.34686 -0.14328 1.28248 2.1 -0.9 1.1 0.48
H -3.59834 0.54725 2.35408 0.3 -0.2 0.6 0.47
O -1.24117 0.79416 1.48746 2.8 -0.9 -0.5 -0.99
H -0.68183 0.01377 1.16633 -1.3 1.4 0.6 0.50
H -2.13447 0.51138 1.34564 -0.8 -0.7 -0.4 0.49
O -0.07934 2.64700 0.04279 2.1 3.0 -2.3 -1.00
H 0.23544 3.36922 0.59894 -0.4 -0.6 0.2 0.48
H -0.55374 1.98649 0.46937 -1.7 -1.9 2.3 0.50

---

6.
92
Properties=species:S:1:pos:R:3:forces:R:3:mulliken_spin:R:1 method="wB97M-V/def2-TZVPD" orbital_gap_ev="5.588 / 1.948" e_homo_ha="-0.1185 / -0.1185" energy_ha=-10992.34215 largest_force_ev_per_a=7.40 multiplicity=2 charge=-3
Li 18.16830 7.66525 -2.69106 0.1 -0.2 0.0 0.00
Cs 22.96716 6.81317 -1.68108 -0.1 -0.2 -0.1 0.00
C 16.12619 2.18641 0.45730 -0.7 -1.3 -1.7 0.00
F 17.25903 2.06469 -0.28721 -1.3 0.4 1.0 0.00
F 16.24725 3.22984 1.27065 -0.1 -0.1 -0.1 0.00
F 15.08162 2.40246 -0.42622 1.4 0.1 1.4 0.00
S 15.85459 0.53348 1.44523 -0.7 -0.1 0.0 0.00
O 17.20585 0.05092 1.52176 -0.5 -0.1 -0.2 0.00
O 15.19496 0.88076 2.72034 1.1 -0.3 -2.4 0.00
N 14.92924 -0.40457 0.28643 1.6 2.4 2.5 0.00
S 13.68392 -0.95346 1.06408 -2.4 0.3 2.6 0.00
O 13.94801 -2.16584 1.83849 -0.3 0.4 -1.3 0.00
O 12.85722 0.00858 1.86885 0.9 -1.7 -2.6 0.00
C 12.67285 -1.47450 -0.52457 1.3 -0.5 -1.3 0.00
F 11.72403 -0.64070 -0.93375 0.0 0.9 0.5 0.00
F 13.51064 -1.67286 -1.57858 -0.1 0.6 0.7 0.00
F 12.07223 -2.64595 -0.39917 -0.5 -0.9 1.2 0.00
C 18.36764 4.72947 -2.65256 0.5 -2.4 -2.0 0.00
F 17.13713 5.03358 -3.15348 1.1 0.7 1.1 0.00
F 18.72432 5.41289 -1.57979 -1.2 0.6 1.4 0.00
F 18.38207 3.40296 -2.44014 0.3 2.3 -0.1 0.00
S 19.72120 5.23634 -3.87304 -0.5 -5.5 -1.9 0.00
O 20.98663 4.74135 -3.29834 -1.8 2.4 -0.2 0.00
O 19.32556 4.49996 -5.09015 0.4 2.5 2.1 0.00
N 19.47278 6.92733 -3.86921 -0.4 -2.3 0.7 0.00
S 20.56350 7.44958 -4.85159 3.3 3.2 -4.4 0.00
O 21.77127 7.93601 -4.18038 -1.6 -0.3 0.0 0.00
O 20.83161 6.66111 -6.05416 -0.7 0.4 1.8 0.00
C 19.70267 9.03207 -5.67769 2.7 -1.1 1.8 0.00
F 19.58353 9.92990 -4.67412 -1.2 -0.1 -0.1 0.00
F 20.46545 9.55727 -6.58076 1.6 0.4 -0.5 0.00
F 18.62834 8.70571 -6.30300 -2.5 -0.4 0.3 0.00
C 23.49690 4.93492 2.75671 -0.3 -1.1 -2.8 0.00
F 23.86528 6.23460 2.40831 -0.2 -1.9 1.0 0.00
F 24.56790 4.09912 2.85791 -0.8 1.7 0.4 0.00
F 22.78309 4.91644 3.87888 0.8 0.4 -0.6 0.00
S 22.38911 4.11308 1.28521 0.2 -0.3 2.6 0.00
O 22.15705 2.78609 1.87111 0.9 2.2 -1.4 0.00
O 21.23294 4.97977 1.25757 0.7 0.4 -1.0 0.00
N 23.39930 4.25294 -0.12316 -2.7 1.1 3.1 0.00
S 23.65535 2.77298 -0.51332 0.1 -6.3 -2.4 0.00
O 24.79139 2.16335 0.15880 -0.3 0.8 -0.3 0.00
O 22.48017 1.85506 -0.66586 2.5 2.9 0.0 0.00
C 24.27721 3.00669 -2.35019 -2.4 -2.4 1.9 0.00
F 25.21789 3.84039 -2.51300 2.2 3.4 -0.1 0.00
F 24.79380 1.86400 -2.79552 -0.8 -0.8 0.0 0.00
F 23.19213 3.35554 -3.04236 0.3 0.1 -0.5 0.00
C 15.17770 -1.24489 -5.15158 1.0 2.0 0.6 0.00
F 15.56080 -0.76659 -6.34624 -1.5 0.2 -0.3 0.00
F 13.85057 -1.33482 -4.93295 0.8 0.5 -0.9 0.00
F 15.68135 -2.41424 -5.07841 0.6 -2.6 0.5 0.00
S 15.98524 -0.03379 -3.89565 0.2 4.6 0.7 0.00
O 16.73329 1.06278 -4.65863 -2.0 -3.5 2.0 0.00
O 14.81246 0.52672 -3.20504 1.6 -1.6 -0.5 0.00
N 16.95928 -0.98142 -2.83885 -4.3 2.0 -1.7 0.00
S 18.27258 -1.23416 -3.55118 6.0 -1.7 -4.0 0.00
O 18.84893 -2.53381 -3.21684 -0.8 0.9 0.4 0.00
O 18.42898 -0.94556 -5.03255 -0.9 -0.4 3.5 0.00
C 19.48692 -0.00297 -2.66950 0.7 -1.0 -1.2 0.00
F 20.17611 0.71555 -3.56495 0.0 0.1 -0.5 0.00
F 18.85241 0.81213 -1.90566 -1.4 1.4 1.1 0.00
F 20.39638 -0.60462 -1.90532 0.1 -0.8 0.0 0.00
C 20.47805 13.42515 -6.85966 1.0 2.5 1.7 0.00
F 19.93129 12.44888 -6.22382 -0.7 -1.8 0.3 0.00
F 20.43977 13.25371 -8.16800 -0.5 0.4 0.1 0.00
F 19.75757 14.54278 -6.41342 1.1 -0.9 -1.5 0.00
S 22.32556 13.49752 -6.34818 1.8 3.8 -0.9 0.00
O 22.77553 12.19418 -6.77148 -0.7 0.2 0.4 0.00
O 23.05492 14.65669 -6.98404 -2.8 -2.6 1.3 0.00
N 22.24175 13.79505 -4.63437 -1.5 -0.8 -3.7 0.00
S 23.43216 12.90483 -4.21398 0.6 -3.7 5.9 0.00
O 23.21184 11.45282 -3.90549 0.0 3.0 -1.0 0.00
O 24.64887 13.27136 -4.81268 2.2 0.2 -1.4 0.00
C 23.73734 13.58157 -2.37195 -0.4 -0.2 -2.0 0.00
F 24.78234 14.48224 -2.45474 -1.4 -1.0 0.9 0.00
F 22.65733 14.12493 -1.80510 0.1 1.0 -0.2 0.00
F 24.02276 12.55957 -1.57677 1.1 0.0 0.1 0.00
C 23.88304 5.81793 -7.38334 1.3 2.4 1.7 -0.01
F 23.79426 4.87286 -6.43024 -0.4 1.5 -1.6 0.00
F 23.17275 5.68401 -8.44659 -0.9 -1.3 -0.6 0.00
F 23.60412 7.09195 -6.91314 0.9 -2.9 0.0 0.00
S 25.80072 5.70567 -7.97042 1.7 0.1 5.0 -0.02
O 26.59634 6.72773 -7.22630 -1.7 -1.8 -2.7 0.09
O 26.23711 4.35773 -7.63152 -1.1 1.3 -2.1 -0.01
N 25.72765 6.11062 -9.73186 1.0 -1.5 1.9 0.73
S 25.13423 7.56959 -9.83639 -3.1 5.3 0.3 -0.05
O 23.87884 7.50108 -10.63432 2.7 -0.4 1.4 0.16
O 25.10402 8.36993 -8.58122 0.2 -2.0 -3.6 0.08
C 26.50024 8.42634 -10.88450 -0.3 0.3 2.8 0.02
F 27.59798 8.46030 -10.09898 -0.3 -0.6 -0.8 0.00
F 26.70667 7.75144 -11.98518 0.2 0.6 -0.4 0.00
F 26.14008 9.70555 -11.00684 -0.2 -0.9 -1.1 0.01